Formula: C54H57AsCl3I2NO5S6Si3Ti
Source: OMol25
Level of theory: the ωB97M-V functional and the def2-TZVPD basis

```
133
Properties=species:S:1:pos:R:3:forces:R:3:lowdin_charge:R:1
Ti -0.23457 -0.49964 0.05550 0.98 3.77 2.42 0.667
C -0.83151 6.66541 5.56823 0.09 -0.13 -0.03 -0.064
C -0.93281 5.32799 4.88218 -0.04 0.07 0.01 -0.280
C -0.84252 4.14730 5.61645 -0.09 0.03 -0.06 -0.045
C -0.96951 2.91845 4.99169 0.09 -0.16 -0.06 -0.083
C -1.17702 2.86604 3.62353 0.26 -0.13 0.02 -0.374
C -1.22258 4.02466 2.87419 0.02 -0.05 -0.17 -0.087
C -1.10901 5.25170 3.50631 -0.01 -0.08 0.06 -0.033
S -1.42388 1.26605 2.80775 -0.14 1.11 0.41 0.996
O -1.04840 1.52621 1.38039 -0.23 -0.34 0.18 -0.617
C -3.23861 1.49256 3.01952 -0.05 -0.02 -0.17 -0.267
C -3.63411 0.94753 4.25920 -0.21 -0.14 0.17 -0.107
C -4.92579 1.00881 4.67872 0.18 -0.09 -0.02 -0.020
C -5.91471 1.58393 3.84820 0.09 0.21 -0.16 -0.165
C -7.28012 1.56028 4.20778 -0.18 0.04 -0.02 -0.044
C -8.23574 2.06964 3.37287 0.03 -0.13 0.17 -0.098
C -7.85686 2.61800 2.13669 0.11 0.14 -0.15 -0.084
C -6.54024 2.66518 1.76999 -0.16 0.07 -0.01 -0.047
C -5.52702 2.16348 2.61673 0.01 -0.22 0.14 -0.176
C -4.14843 2.13547 2.21690 0.14 -0.38 0.29 -0.178
C -3.77241 2.79018 0.94616 0.17 -0.39 -0.62 -0.129
C -3.90557 4.21227 0.84377 0.18 0.07 -0.21 -0.114
C -4.32489 5.00264 1.93990 -0.10 0.22 0.07 -0.020
C -4.45776 6.36076 1.82302 -0.01 -0.27 0.23 -0.083
C -4.15954 7.00438 0.61199 0.08 0.05 -0.31 -0.097
C -3.72021 6.27415 -0.45834 -0.05 0.20 0.14 -0.042
C -3.57527 4.87233 -0.36847 -0.03 -0.04 0.20 -0.155
C -3.09736 4.11560 -1.45716 0.00 -0.34 -0.01 -0.002
C -2.98940 2.76282 -1.34968 0.12 0.19 -0.19 -0.084
C -3.33471 2.09222 -0.16321 -0.21 0.29 0.50 -0.274
S -3.01574 0.30434 -0.20453 -1.18 0.70 -0.48 0.978
O -1.58441 0.38080 -0.86972 -0.42 0.57 -0.86 -0.660
C -3.90205 -0.05732 -1.75026 0.08 -0.26 -0.04 -0.403
C -3.43882 -1.13386 -2.48615 0.23 -0.01 0.15 -0.052
C -4.08940 -1.50445 -3.65462 -0.11 0.09 -0.01 -0.031
C -5.19021 -0.79293 -4.11197 0.01 -0.04 -0.04 -0.281
C -5.93160 -1.23793 -5.34446 0.02 -0.03 0.14 -0.062
C -5.62890 0.30248 -3.37166 0.10 -0.02 0.04 -0.036
C -5.00287 0.66158 -2.19172 -0.07 0.02 0.02 -0.119
H -1.42665 6.67500 6.48286 0.02 0.06 0.02 0.070
H -1.18464 7.46160 4.91322 0.00 0.04 0.02 0.067
H 0.20640 6.87830 5.83454 -0.01 0.07 0.04 0.077
H -0.67045 4.19305 6.68655 -0.02 0.00 0.00 0.107
H -0.88934 1.99541 5.55157 0.06 0.00 0.05 0.109
H -1.33838 3.95599 1.80148 0.10 -0.01 -0.04 0.101
H -1.16391 6.15769 2.91474 0.00 0.05 0.00 0.112
H -2.87643 0.46250 4.86383 -0.03 -0.05 0.04 0.104
H -5.22434 0.57674 5.62660 0.02 -0.02 0.02 0.111
H -7.56074 1.10218 5.14948 0.02 0.01 0.02 0.104
H -9.28413 2.02593 3.64361 0.02 0.00 0.03 0.091
H -8.61882 2.98724 1.46140 0.02 0.01 -0.03 0.096
H -6.26816 3.05883 0.80099 -0.01 -0.01 -0.02 0.116
H -4.54197 4.51888 2.88189 0.03 0.03 0.01 0.123
H -4.78150 6.94342 2.67637 0.00 -0.01 0.02 0.098
H -4.26682 8.07898 0.53323 0.01 0.02 -0.02 0.093
H -3.47052 6.75785 -1.39510 0.01 0.02 -0.01 0.106
H -2.80736 4.60930 -2.37606 -0.05 0.06 -0.02 0.115
H -2.63269 2.17726 -2.18243 0.06 0.04 -0.03 0.034
H -2.57873 -1.69200 -2.13492 -0.04 -0.01 0.01 0.104
H -3.74528 -2.37195 -4.20553 0.07 0.00 -0.03 0.112
H -5.25408 -1.70849 -6.05677 -0.03 -0.01 -0.05 0.070
H -6.43612 -0.40339 -5.83204 0.01 0.00 -0.02 0.069
H -6.69032 -1.97254 -5.06292 -0.03 -0.01 -0.10 0.079
H -6.48805 0.87035 -3.71117 -0.01 0.00 0.00 0.107
H -5.39165 1.47507 -1.59754 0.00 0.00 0.01 0.098
I -0.17327 1.45614 -3.47700 0.04 -0.30 -0.34 1.083
C -0.02264 -0.62514 -3.69264 0.36 0.54 0.92 -0.572
C -0.30544 -1.18155 -4.93819 0.02 -0.56 -0.15 -0.237
C -0.01140 -2.49801 -5.16733 -0.23 0.27 -0.72 -0.638
I -0.47981 -3.25425 -7.09155 0.03 0.05 0.28 0.832
C 0.67269 -3.28106 -4.22191 0.04 0.09 0.46 -0.206
C 1.11067 -4.59857 -4.44134 0.29 -0.23 0.36 -0.048
C 1.85286 -5.22991 -3.47354 -0.30 -0.15 -0.78 -0.046
C 2.16106 -4.54088 -2.30508 0.07 0.79 0.56 -0.156
N 1.73909 -3.32223 -2.03484 0.16 -0.58 -0.32 0.101
C 0.97695 -2.69309 -2.95290 -0.24 -0.03 -0.26 -0.150
C 0.51925 -1.36646 -2.64050 -0.14 0.33 -0.37 -0.356
O 0.70173 -0.86089 -1.43687 0.76 -1.05 -2.93 -0.418
H -0.75300 -0.57145 -5.70831 -0.02 0.03 0.01 0.073
H 0.87551 -5.09196 -5.37452 0.00 -0.01 0.00 0.051
H 2.20838 -6.24074 -3.62521 0.01 0.00 0.05 0.103
H 2.77623 -4.99711 -1.53942 0.04 -0.09 -0.01 0.091
S 1.52149 1.43874 -0.15382 0.21 -1.06 -0.63 0.020
S 1.57431 3.15862 0.83871 -0.39 0.58 0.52 -0.090
S 2.24028 2.73515 2.85749 0.49 0.83 -0.19 -0.158
S 1.77665 0.84571 3.24786 -1.25 -0.34 0.06 -0.053
C 2.33799 -3.12713 4.34450 -0.23 -0.01 -0.64 -0.218
Si 3.28721 -2.38980 2.85082 0.64 0.31 1.37 0.405
C 4.26943 -1.00362 3.74200 -0.08 -0.19 -0.44 -0.275
C 4.66119 -3.66246 2.38921 -0.60 0.27 -0.49 -0.219
As 1.79834 -1.86966 0.94294 2.13 -1.64 0.72 0.876
Si 0.80676 -4.08950 0.97024 -0.04 -1.35 0.75 0.431
C -0.27529 -4.88819 -0.39114 0.18 0.56 -0.15 -0.198
C -0.23848 -4.13349 2.57866 0.09 0.36 -0.27 -0.213
C 2.03703 -5.53226 1.35225 0.06 0.53 -0.28 -0.232
Si 3.67735 -1.54500 -0.55187 1.28 1.12 -0.24 0.400
C 4.67323 -0.23505 0.45250 -0.42 -0.49 0.17 -0.245
C 3.55337 -0.62624 -2.22717 -0.69 -0.42 0.16 -0.214
C 4.95096 -2.94490 -0.92838 -0.68 -0.10 0.22 -0.215
H 2.93697 -3.08194 5.25355 0.24 0.12 -0.09 0.022
H 2.05275 -4.16526 4.18495 -0.07 -0.04 0.02 -0.007
H 1.42860 -2.55181 4.51777 -0.07 0.01 0.05 0.026
H 4.68557 -1.37981 4.67887 0.01 -0.41 0.01 0.019
H 3.60422 -0.17403 3.97859 0.20 -0.09 -0.01 -0.112
H 5.09425 -0.61339 3.15033 0.02 0.04 -0.10 0.003
H 4.90537 -4.31508 3.22762 -0.12 0.05 0.17 0.027
H 5.57357 -3.15575 2.07674 0.01 0.13 0.00 0.015
H 4.33056 -4.28435 1.56044 0.16 -0.14 0.01 -0.025
H -0.55704 -4.16297 -1.14833 -0.12 -0.03 -0.07 0.008
H -1.20135 -5.25757 0.04952 0.01 0.02 0.16 0.016
H 0.23526 -5.71495 -0.88658 0.10 -0.05 0.10 0.016
H -0.34993 -3.13634 3.00511 -0.09 -0.02 0.10 0.013
H 0.20737 -4.77326 3.34002 0.15 -0.03 -0.10 0.017
H -1.23961 -4.51183 2.37959 -0.07 0.01 -0.11 0.018
H 2.81480 -5.64215 0.59584 0.11 -0.07 -0.06 -0.003
H 1.47504 -6.46709 1.38039 -0.19 0.00 0.00 0.026
H 2.53011 -5.40441 2.31424 0.02 0.00 0.04 -0.004
H 5.05671 0.55567 -0.19084 -0.05 -0.01 -0.16 0.027
H 5.51532 -0.67584 0.98919 0.06 -0.07 0.02 0.006
H 4.01478 0.23447 1.18643 0.05 0.15 0.03 -0.020
H 2.86494 0.21207 -2.13716 0.04 0.08 -0.02 -0.028
H 3.22016 -1.26392 -3.04700 0.02 -0.03 -0.06 0.017
H 4.53159 -0.22147 -2.49140 0.17 -0.13 0.22 0.032
H 5.87875 -2.77878 -0.38417 0.00 0.06 0.11 0.013
H 5.18154 -2.96114 -1.99333 -0.08 0.06 -0.11 0.018
H 4.57395 -3.92805 -0.65344 0.09 -0.16 0.00 -0.014
Cl -3.35777 -2.31933 3.13437 0.00 0.04 0.08 0.651
C -2.83028 -2.55009 1.51615 0.13 0.13 -0.07 -1.144
Cl -5.30704 -0.27715 0.70548 -0.74 -0.10 0.24 0.111
Cl -3.75599 -3.62576 0.54295 -0.01 -0.14 -0.07 0.621
C -1.73789 -1.92880 1.03176 -0.90 -1.47 1.00 -0.839
O -1.26077 -2.11201 -0.18639 -0.10 -0.54 -0.60 -0.224
O -0.98831 -1.07282 1.71340 -0.53 -0.31 0.18 -0.305
```
Forces are in eV/Å.

Net charge: -2
Energy (eV): -295025.55211
Max |F| (hartree/bohr): 0.089
2S+1: 1